{
  "formula": "C3H10O3S",
  "method": "ωB97M-V/def2-TZVPD",
  "species": ["O", "C", "C", "C", "S", "H", "H", "H", "H", "H", "H", "O", "H", "H", "O", "H", "H"],
  "xyz": [[1.081, 0.571, -1.483], [1.025, 0.324, -0.273], [-0.127, -0.184, 0.408], [-1.476, -0.109, -0.283], [-1.472, -0.672, -2.106], [1.953, 0.374, 0.240], [0.088, -1.291, 0.769], [-0.269, 0.312, 1.375], [-1.648, 0.896, 0.038], [-2.374, -0.660, -0.003], [-2.444, 0.266, -2.358], [1.830, -2.044, -2.815], [1.628, -3.044, -2.429], [1.578, -1.637, -1.960], [0.173, 1.991, 3.891], [0.190, 2.937, 4.042], [0.267, 1.968, 2.950]],
  "forces_ev_per_angstrom": [[-0.17, 0.01, 2.15], [1.03, 0.48, -4.18], [-1.89, -4.01, 2.57], [0.11, -0.39, -1.18], [-0.87, 1.72, 0.84], [1.02, 0.17, 1.24], [0.12, 1.88, -0.79], [0.35, 0.01, 0.04], [-1.12, 1.27, -1.54], [0.86, -0.32, 1.25], [0.50, -0.78, -0.23], [-1.19, -4.17, 2.93], [0.95, 3.40, -2.15], [0.28, 0.70, -0.94], [-0.07, 0.12, 0.47], [-0.04, 0.27, 0.46], [0.12, -0.36, -0.94]],
  "smiles": "O=CCCS.O.O",
  "de_lowest_kcal_mol": 54.8
}

{
  "formula": "C3H10OS",
  "method": "ωB97M-V/def2-TZVPD",
  "species": ["C", "S", "C", "H", "H", "H", "H", "H", "H", "C", "O", "H", "H", "H", "H"],
  "xyz": [[2.729, 0.029, -0.513], [1.184, -0.520, 0.241], [0.569, 1.024, 0.921], [3.565, -0.094, 0.172], [2.657, 1.082, -0.775], [2.938, -0.522, -1.422], [-0.285, 0.753, 1.535], [1.325, 1.463, 1.576], [0.255, 1.728, 0.159], [-2.807, -0.909, -0.161], [-1.912, -0.134, -0.946], [-2.315, -1.758, 0.316], [-3.240, -0.286, 0.622], [-3.615, -1.293, -0.783], [-1.045, -0.563, -0.942]],
  "forces_ev_per_angstrom": [[0.15, 0.30, 0.10], [-0.01, -0.24, -0.21], [0.28, -0.02, 0.43], [0.00, -0.03, 0.06], [-0.08, 0.04, -0.05], [-0.11, -0.20, -0.07], [-0.14, 0.06, 0.00], [-0.10, 0.04, -0.10], [-0.01, 0.02, -0.14], [0.06, 0.06, -0.02], [0.10, -0.15, 0.04], [0.07, -0.03, 0.01], [-0.03, 0.05, 0.04], [-0.08, -0.03, -0.06], [-0.08, 0.15, -0.02]],
  "smiles": "CSC.CO",
  "de_lowest_kcal_mol": 13.0
}

{
  "formula": "C3H10OS",
  "method": "ωB97M-V/def2-TZVPD",
  "species": ["C", "C", "S", "H", "H", "H", "H", "H", "H", "C", "O", "H", "H", "H", "H"],
  "xyz": [[-2.058, -1.220, -1.201], [-1.034, -0.254, -0.546], [-0.451, -0.942, 1.057], [-2.815, -1.644, -0.520], [-1.785, -2.129, -1.679], [-2.647, -0.719, -1.962], [-0.128, -0.113, -1.256], [-1.434, 0.768, -0.351], [0.282, -1.821, 0.328], [1.916, 1.714, 1.107], [2.520, 0.564, 0.541], [0.927, 1.797, 0.854], [2.217, 1.664, 2.155], [2.404, 2.649, 0.809], [2.086, -0.315, 0.664]],
  "forces_ev_per_angstrom": [[-1.52, 0.83, 0.60], [0.68, -0.15, -1.19], [0.42, -0.22, -1.04], [0.30, 0.76, 0.37], [1.58, -0.59, -0.41], [-0.02, 0.43, -0.19], [-1.41, -0.16, 1.31], [0.01, -0.94, -0.19], [-0.12, -0.10, 0.75], [3.08, -0.70, 1.28], [0.73, -0.80, -1.34], [-2.70, 0.11, -0.01], [-1.17, 0.24, 0.47], [0.28, -0.50, -0.78], [-0.14, 1.80, 0.38]],
  "smiles": "CCS.CO",
  "de_lowest_kcal_mol": 30.7
}

{
  "formula": "C3H10OS",
  "method": "ωB97M-V/def2-TZVPD",
  "species": ["C", "C", "C", "S", "H", "H", "H", "H", "H", "H", "H", "H", "O", "H", "H"],
  "xyz": [[-1.236, 1.513, -0.809], [-0.535, 0.259, -0.317], [-0.070, 0.406, 1.206], [0.689, -1.083, 1.758], [-1.337, 1.691, -1.873], [-2.244, 1.461, -0.377], [-0.791, 2.401, -0.345], [0.363, 0.042, -0.896], [-1.166, -0.630, -0.328], [0.556, 1.290, 1.294], [-1.015, 0.505, 1.734], [-0.219, -2.049, 1.676], [2.270, -1.740, -1.250], [2.275, -1.382, -0.341], [2.458, -2.683, -1.131]],
  "forces_ev_per_angstrom": [[-0.85, 0.14, 1.28], [1.35, 0.20, 0.81], [-2.58, -0.25, -2.46], [2.22, -0.45, 1.03], [0.23, -0.36, -0.17], [-0.06, 0.30, -0.29], [0.14, -0.03, -0.26], [-0.06, -0.12, -0.13], [-0.10, 0.05, -0.33], [0.26, -0.30, 0.44], [0.18, 0.59, 0.47], [-0.71, 0.29, -0.34], [0.22, -0.14, 0.52], [-0.16, -0.31, -0.51], [-0.08, 0.39, -0.06]],
  "smiles": "CCCS.O",
  "de_lowest_kcal_mol": 7.8
}

{
  "formula": "C3H10OS2",
  "method": "ωB97M-V/def2-TZVPD",
  "species": ["C", "S", "C", "S", "C", "H", "H", "H", "H", "H", "H", "H", "H", "O", "H", "H"],
  "xyz": [[0.000, 0.000, 0.000], [0.031, -1.146, -1.386], [-1.090, -2.479, -0.759], [-0.332, -3.450, 0.641], [1.309, -3.930, 0.022], [-0.128, -0.459, 0.995], [-0.806, 0.738, -0.154], [0.969, 0.527, -0.022], [-1.311, -3.282, -1.488], [-2.054, -2.043, -0.436], [1.363, -3.798, -1.072], [1.574, -4.973, 0.264], [2.048, -3.261, 0.493], [-5.458, -0.701, 2.817], [-5.011, -0.464, 3.661], [-5.315, 0.078, 2.234]],
  "forces_ev_per_angstrom": [[-0.15, 0.71, 0.25], [-0.61, -1.00, 0.02], [0.65, -0.49, 0.25], [-0.54, 0.20, 0.13], [0.41, 0.44, -0.31], [0.16, -0.15, -0.56], [0.34, -0.25, 0.15], [-0.43, -0.18, 0.08], [0.28, 1.03, -0.23], [0.62, -0.34, 0.13], [-0.04, -0.05, 0.46], [-0.47, 0.43, 0.01], [-0.21, -0.34, -0.36], [0.62, 1.05, 0.25], [-0.47, -0.23, -0.93], [-0.14, -0.82, 0.67]],
  "smiles": "CSCSC.O",
  "de_lowest_kcal_mol": 15.6
}

{
  "formula": "C3H10OS2",
  "method": "ωB97M-V/def2-TZVPD",
  "species": ["C", "C", "S", "S", "C", "H", "H", "H", "H", "H", "H", "H", "H", "H", "H", "O"],
  "xyz": [[-0.422, 1.136, -1.640], [0.945, 0.895, -0.970], [1.091, 1.526, 0.689], [-0.971, -1.619, -0.232], [-1.227, -0.751, 1.328], [-0.509, 0.664, -2.621], [-1.166, 0.751, -0.941], [-0.602, 2.193, -1.677], [1.704, 1.334, -1.651], [1.168, -0.207, -1.100], [-1.115, -1.563, 2.032], [-2.273, -0.382, 1.405], [-0.631, 0.192, 1.330], [1.043, -1.966, 0.925], [1.432, -0.628, 1.459], [1.533, -1.576, 1.664]],
  "forces_ev_per_angstrom": [[-0.02, 0.19, 1.21], [-0.45, -0.52, -0.84], [-0.55, -0.41, -0.69], [-0.19, 0.65, 0.76], [-2.20, -2.07, -2.16], [0.01, 0.04, 0.19], [-0.25, 0.01, -0.55], [-0.03, 0.63, -0.39], [0.19, -0.15, 0.72], [-0.03, 0.27, 0.78], [0.97, 0.77, 0.91], [0.56, 0.10, -0.35], [1.43, 0.77, 0.22], [0.16, -0.36, 0.19], [0.45, -0.16, 0.38], [-0.05, 0.25, -0.39]],
  "de_lowest_kcal_mol": 105.4
}

{
  "formula": "C3H10OS2",
  "method": "ωB97M-V/def2-TZVPD",
  "species": ["C", "C", "S", "S", "C", "H", "H", "H", "H", "H", "H", "H", "H", "H", "H", "O"],
  "xyz": [[-0.528, -1.745, -0.551], [-1.051, -1.242, 0.785], [-2.058, 0.203, 0.600], [1.690, 1.228, -0.984], [0.153, 2.041, -1.165], [-0.125, -0.846, -1.028], [-1.311, -2.074, -1.236], [0.302, -2.432, -0.503], [-1.667, -1.935, 1.378], [-0.211, -0.981, 1.422], [0.119, 2.299, -2.224], [-0.845, 1.501, -0.972], [0.143, 2.964, -0.593], [1.583, 0.248, 0.944], [2.057, 0.798, 2.259], [1.751, -0.027, 1.869]],
  "forces_ev_per_angstrom": [[-0.43, 1.05, -0.70], [0.51, -0.05, 0.33], [-0.07, 0.68, -0.76], [-0.70, -0.06, -0.11], [1.55, 0.65, -0.49], [0.21, -0.12, -0.24], [-0.02, -0.31, 0.25], [0.04, -0.45, 0.29], [-0.02, -0.09, -0.20], [0.08, -0.05, 0.22], [-0.65, -0.16, -0.17], [-0.24, -0.91, 0.82], [-0.40, -0.13, 0.41], [0.23, -0.11, 0.40], [0.04, -0.06, 0.16], [-0.13, 0.12, -0.20]],
  "de_lowest_kcal_mol": 108.0
}

{
  "formula": "C3H10OSi",
  "method": "ωB97M-V/def2-TZVPD",
  "species": ["C", "C", "C", "O", "Si", "H", "H", "H", "H", "H", "H", "H", "H", "H", "H"],
  "xyz": [[2.496, -0.127, -0.221], [-0.982, -1.424, 0.239], [-1.466, 1.648, 0.362], [1.574, 0.705, 0.353], [-0.626, 0.322, -0.614], [2.195, -0.284, -1.180], [2.635, -1.135, 0.217], [3.520, 0.220, -0.191], [-1.809, -1.803, -0.352], [-0.282, -2.233, 0.346], [-1.189, -1.123, 1.299], [-0.721, 2.308, 0.978], [-1.820, 2.380, -0.324], [-2.259, 1.374, 1.007], [-0.573, 0.925, -2.018]],
  "forces_ev_per_angstrom": [[0.76, -0.88, 1.79], [0.02, 1.69, -0.45], [2.03, 1.49, 0.82], [-3.58, 0.25, -0.47], [3.56, 0.40, 3.01], [-0.08, -0.71, -3.30], [-0.58, -0.08, 0.37], [0.38, 0.86, -0.11], [-0.67, -0.24, 0.55], [0.82, 0.10, -0.59], [-0.44, -0.11, -1.08], [-0.93, -1.66, -0.92], [-0.68, 0.57, -0.78], [-0.77, -0.45, 0.66], [0.16, -1.23, 0.51]],
  "de_lowest_kcal_mol": 73.3
}

{
  "formula": "C3H10PS",
  "method": "ωB97M-V/def2-TZVPD",
  "species": ["C", "C", "C", "P", "S", "H", "H", "H", "H", "H", "H", "H", "H", "H", "H"],
  "xyz": [[-0.865, 1.301, 0.994], [-0.658, -1.597, 0.651], [0.468, 0.123, -1.442], [0.203, -0.083, 0.333], [4.068, -0.252, -0.209], [-0.366, 2.259, 0.764], [-0.951, 1.287, 2.171], [-1.851, 0.965, 0.786], [0.095, -2.391, 0.427], [-1.612, -1.959, 0.377], [-0.582, -1.754, 1.813], [0.647, 1.249, -1.685], [-0.435, -0.103, -1.894], [1.450, -0.529, -1.736], [4.131, 0.945, -0.884]],
  "forces_ev_per_angstrom": [[2.40, -0.63, 3.12], [3.12, -1.91, 3.52], [4.45, 1.50, 0.46], [-1.81, 1.17, 0.09], [-0.14, 0.67, -0.36], [-1.13, -0.31, -0.43], [0.76, -0.23, -2.07], [-1.11, 0.55, -1.19], [-0.56, 0.29, -0.50], [-1.18, 0.42, -0.87], [-0.49, 0.68, -1.77], [0.06, -1.99, 0.55], [-1.67, -1.07, -1.26], [-2.71, 1.51, 0.33], [0.01, -0.66, 0.38]],
  "total_charge": 1,
  "de_lowest_kcal_mol": 92.8
}

{
  "formula": "C3H10S2",
  "method": "ωB97M-V/def2-TZVPD",
  "species": ["C", "C", "C", "H", "H", "H", "H", "H", "H", "H", "H", "S", "S", "H", "H"],
  "xyz": [[0.907, -0.141, -1.090], [1.330, 0.025, 0.357], [2.860, 0.205, 0.563], [1.511, 0.442, -1.788], [0.711, -1.189, -1.294], [-0.057, 0.359, -1.260], [0.781, 0.771, 0.906], [1.025, -0.863, 0.917], [3.062, 0.623, 1.546], [3.229, 0.754, -0.295], [3.312, -0.779, 0.536], [-4.468, -1.090, 0.151], [-4.405, 1.000, 0.147], [-5.321, -1.214, -0.874], [-4.475, 1.098, 1.480]],
  "forces_ev_per_angstrom": [[-1.32, 1.02, 0.16], [0.66, -0.63, 0.92], [-1.32, -0.68, -0.27], [0.56, -0.76, -0.08], [0.59, 0.00, -0.66], [-0.16, -0.26, 0.30], [-0.14, 0.88, -0.26], [0.08, -0.23, -0.12], [0.26, 0.36, -0.20], [0.46, 0.50, 0.30], [0.32, -0.20, -0.08], [0.21, 0.08, -0.11], [0.16, -0.22, 0.00], [-0.16, 0.08, 0.10], [-0.19, 0.06, 0.00]],
  "smiles": "CCC.SS",
  "de_lowest_kcal_mol": 15.8
}

{
  "formula": "C3H10S2",
  "method": "ωB97M-V/def2-TZVPD",
  "species": ["C", "S", "H", "H", "H", "H", "C", "S", "C", "H", "H", "H", "H", "H", "H"],
  "xyz": [[2.013, -1.843, -1.204], [0.503, -0.454, -1.783], [2.622, -1.884, -2.120], [2.442, -1.336, -0.337], [1.515, -2.818, -0.971], [0.030, -0.142, -0.318], [-2.082, 1.034, 0.480], [-0.644, 0.031, 1.248], [0.286, 1.486, 1.696], [-1.673, 1.845, -0.075], [-2.621, 1.461, 1.330], [-2.714, 0.330, -0.138], [1.291, 1.125, 1.903], [0.265, 2.200, 0.891], [-0.199, 1.925, 2.574]],
  "forces_ev_per_angstrom": [[-2.63, 1.29, -0.83], [1.55, -1.49, 1.80], [-0.09, 0.04, 0.73], [0.23, -0.39, -0.36], [0.50, 1.06, -0.20], [0.90, -0.71, -2.37], [-0.05, -2.19, 0.93], [-2.08, 1.07, 0.04], [-0.11, -0.31, 0.81], [0.44, 0.33, -0.77], [-0.18, -0.27, -0.21], [0.74, 0.96, 0.74], [0.06, 0.42, 0.15], [0.28, 0.18, -0.39], [0.45, 0.02, -0.06]],
  "de_lowest_kcal_mol": 45.0
}

{
  "formula": "C3H10S3",
  "method": "ωB97M-V/def2-TZVPD",
  "species": ["C", "C", "C", "S", "H", "H", "H", "H", "H", "H", "H", "H", "S", "S", "H", "H"],
  "xyz": [[-1.632, -1.342, -1.142], [-1.187, -1.208, 0.316], [0.006, -0.254, 0.396], [0.614, -0.079, 2.139], [-2.554, -1.916, -1.232], [-0.867, -1.795, -1.773], [-1.817, -0.349, -1.564], [-2.001, -0.843, 0.939], [-0.891, -2.185, 0.703], [-0.377, 0.748, 0.232], [0.814, -0.509, -0.280], [1.357, -1.181, 2.149], [2.993, 3.492, -0.379], [1.008, 2.999, -0.004], [3.247, 2.498, -1.262], [1.285, 1.925, 0.762]],
  "forces_ev_per_angstrom": [[-0.16, 0.32, 0.06], [0.59, -0.35, -0.64], [-0.93, -0.04, 1.50], [-0.01, -0.03, -0.55], [0.04, -0.06, -0.03], [0.03, -0.14, 0.11], [-0.11, -0.03, 0.01], [0.02, 0.07, 0.06], [-0.08, -0.01, 0.05], [0.16, 0.05, -0.58], [0.06, 0.12, -0.07], [0.16, -0.22, 0.08], [-0.20, -0.29, -0.13], [0.51, 0.06, -0.11], [-0.03, 0.31, 0.10], [-0.05, 0.25, 0.12]],
  "smiles": "CCCS.SS",
  "de_lowest_kcal_mol": 4.0
}

no.,E (eV)
1,-20248.388
2,-16155.302
3,-16154.533
4,-16155.527
5,-26990.612
6,-26986.720
7,-26986.609
8,-13195.495
9,-23386.566
10,-24943.013
11,-24941.745
12,-35778.666